# 1
{"formula": "C2H6O2", "method": "the ωB97M-V functional and the def2-TZVPD basis", "total_energy_ha": -230.2613, "smiles": "OCCO", "homo_lumo_gap_ev": 11.079, "e_above_lowest_kj_mol": 50.64, "homo_ev": -10.2, "species": ["C", "C", "H", "H", "H", "H", "H", "H", "O", "O"], "xyz": [[-0.67974, 0.60885, -0.28068], [0.73463, 0.57537, 0.27642], [-1.56412, -0.56775, 0.99620], [-0.64601, 0.63498, -1.37380], [-1.22821, 1.49412, 0.07167], [0.69367, 0.62015, 1.38015], [1.30698, 1.44406, -0.06695], [0.74332, -1.29004, -0.10855], [-1.35807, -0.59734, 0.05286], [1.40369, -0.58276, -0.16201]]}

=====

# 2
{"formula": "C2H6O2", "method": "the ωB97M-V functional and the def2-TZVPD basis", "total_energy_ha": -230.2165, "smiles": "C=O.CO", "homo_lumo_gap_ev": 10.784, "e_above_lowest_kj_mol": 168.43, "homo_ev": -10.1, "species": ["C", "O", "H", "H", "H", "H", "O", "C", "H", "H"], "xyz": [[-0.70396, -2.43954, 0.42603], [-1.43416, -1.58260, -0.41090], [-0.10339, -1.80026, 1.11975], [-1.41149, -3.09183, 0.98260], [-0.13505, -3.18306, -0.26547], [-0.99611, -0.74652, -0.57543], [0.55312, 2.63248, -1.12699], [1.20585, 3.23507, -0.31666], [2.23170, 2.94331, -0.19395], [0.79348, 4.03297, 0.36102]]}

=====

# 3
{"formula": "C2H6O2", "method": "the ωB97M-V functional and the def2-TZVPD basis", "total_energy_ha": -230.2586, "smiles": "OCCO", "homo_lumo_gap_ev": 11.131, "e_above_lowest_kj_mol": 57.79, "homo_ev": -10.3, "species": ["O", "C", "C", "O", "H", "H", "H", "H", "H", "H"], "xyz": [[0.63286, -1.35552, -0.32852], [0.81746, 0.03191, -0.06907], [-0.48185, 0.64078, 0.47174], [-1.58646, 0.12370, -0.23420], [0.42286, -1.44810, -1.26504], [1.62329, 0.11952, 0.66713], [1.13185, 0.55274, -0.98211], [-0.57792, 0.44421, 1.55119], [-0.48672, 1.72695, 0.33240], [-1.49537, -0.83619, -0.14351]]}

=====

# 4
{"formula": "C2H6O2", "method": "the ωB97M-V functional and the def2-TZVPD basis", "total_energy_ha": -230.1599, "smiles": "C=O.CO", "homo_lumo_gap_ev": 10.487, "e_above_lowest_kj_mol": 317.08, "homo_ev": -10.1, "species": ["O", "C", "C", "O", "H", "H", "H", "H", "H", "H"], "xyz": [[1.19941, -0.79545, 0.32475], [0.84060, 0.38384, -0.37013], [-1.29117, -0.08053, 0.24384], [-1.00960, -1.10544, 0.84873], [1.90310, 0.41090, -0.53453], [0.64683, 1.32827, 0.17296], [0.42245, 0.33432, -1.39256], [-1.43115, 0.86514, 0.77765], [-1.65803, -0.12111, -0.78643], [0.37757, -1.21993, 0.71571]]}

=====

# 5
{"formula": "C2H6O2P", "method": "the ωB97M-V functional and the def2-TZVPD basis", "total_energy_ha": -571.6168, "total_charge": -1, "homo_lumo_gap_ev": 7.709, "e_above_lowest_kj_mol": 301.78, "homo_ev": -3.5, "species": ["C", "C", "O", "O", "P", "H", "H", "H", "H", "H", "H"], "xyz": [[0.28458, 1.19044, 1.35514], [-0.32016, 0.03490, -1.41599], [-0.29961, -2.11300, 0.48616], [2.12328, -0.22884, -0.27276], [0.72147, 0.13910, 0.10417], [1.05263, 1.33493, 2.23750], [-0.73686, 1.42158, 1.55664], [-0.37368, 0.91528, -1.95142], [-0.05196, -0.98671, -1.87963], [-1.36117, -0.01009, -1.23407], [-1.03851, -1.69757, 1.01428]]}

=====

# 6
{"formula": "C2H6O2S3", "method": "the ωB97M-V functional and the def2-TZVPD basis", "total_energy_ha": -1424.7754, "smiles": "CCS(=O)(=O)SS", "homo_lumo_gap_ev": 8.188, "e_above_lowest_kj_mol": 77.74, "homo_ev": -9.2, "species": ["C", "C", "O", "O", "S", "S", "S", "H", "H", "H", "H", "H", "H"], "xyz": [[0.08229, 1.69319, 0.17567], [-0.92387, 0.57238, -0.24485], [0.74278, -1.38945, -1.50414], [-1.70363, -1.50529, -1.22632], [1.91247, -2.49246, 0.95512], [0.18851, -1.69530, 1.61576], [-0.43837, -1.11325, -0.68660], [0.94127, 1.33511, 0.69534], [0.45634, 2.35756, -0.66461], [-0.55921, 2.37125, 0.82522], [-1.65051, 0.86058, -1.04209], [-1.48442, 0.24163, 0.54468], [2.43634, -1.23594, 0.55681]]}

=====

# 7
{"formula": "C2H6O2Si", "method": "the ωB97M-V functional and the def2-TZVPD basis", "total_energy_ha": -519.6794, "smiles": "C=[Si]1CO1.O", "homo_lumo_gap_ev": 8.806, "e_above_lowest_kj_mol": 376.23, "homo_ev": -9.0, "species": ["C", "C", "O", "O", "Si", "H", "H", "H", "H", "H", "H"], "xyz": [[0.74382, 0.74639, -1.03478], [-2.45403, -0.76865, -0.94866], [0.52442, -0.21923, 0.10023], [1.93462, 0.50810, 2.63654], [-0.75362, -0.32430, -0.92777], [0.72845, 1.76894, -0.67926], [1.63247, 0.49134, -1.59925], [-2.98373, -0.58411, -1.87098], [-2.72606, -1.70119, -0.47432], [1.62028, 0.40983, 1.72924], [1.73337, -0.32712, 3.06902]]}

=====

# 8
{"formula": "C2H6O3S", "method": "the ωB97M-V functional and the def2-TZVPD basis", "total_energy_ha": -703.6631, "smiles": "CC(O)(O)SO", "homo_lumo_gap_ev": 9.246, "e_above_lowest_kj_mol": 130.80, "homo_ev": -8.7, "species": ["C", "C", "O", "O", "O", "S", "H", "H", "H", "H", "H", "H"], "xyz": [[0.01845, 0.63976, -1.37045], [-0.10600, 0.06855, 0.02432], [-1.25217, 0.58129, 0.48349], [0.98457, 0.36092, 0.85020], [-0.38133, -2.10294, 1.49277], [-0.18891, -1.74144, -0.12451], [0.77587, -0.02681, -1.99738], [-1.03876, 0.64135, -1.79109], [0.49482, 1.67010, -1.29680], [-1.38670, 0.75100, 1.42123], [1.52854, 1.06887, 0.38490], [0.55162, -1.91066, 1.92333]]}

=====

# 9
{"formula": "C2H6O3S", "method": "the ωB97M-V functional and the def2-TZVPD basis", "total_energy_ha": -703.6120, "smiles": "OCSO.C=O", "homo_lumo_gap_ev": 9.623, "e_above_lowest_kj_mol": 264.97, "homo_ev": -9.2, "species": ["C", "C", "O", "O", "O", "S", "H", "H", "H", "H", "H", "H"], "xyz": [[-1.78349, 0.05034, -0.05795], [1.38522, -0.25238, -0.70542], [0.10865, 2.16194, -0.82654], [-1.90666, 0.83433, -1.01828], [1.69674, -1.46172, -0.04722], [0.57333, 1.05780, 0.25718], [-2.10852, 0.28704, 0.97928], [-1.53456, -0.91747, -0.42270], [0.68643, -0.75133, -1.41167], [2.37220, 0.05123, -1.21334], [-0.86788, 1.88849, -0.94854], [2.47164, -1.37634, 0.43731]]}

=====

# 10
{"formula": "C2H6O3Sn", "method": "the ωB97M-V functional and the def2-TZVPD basis", "total_energy_ha": -519.6283, "homo_lumo_gap_ev": 8.180, "e_above_lowest_kj_mol": 0.00, "homo_ev": -7.8, "species": ["O", "Sn", "O", "C", "C", "H", "H", "H", "H", "H", "O", "H"], "xyz": [[1.18641, -0.23859, -0.59402], [-0.30630, -1.13106, -1.51497], [0.68774, -1.58319, -0.01037], [1.12230, 0.80464, 0.36085], [-0.29228, 1.18293, 0.75189], [1.70848, 0.49741, 1.24133], [1.63492, 1.65375, -0.11688], [-0.72672, 0.43520, 1.42952], [-0.28838, 2.14898, 1.27443], [-0.93375, 1.27678, -0.13788], [-1.59624, -2.37235, -1.68315], [-2.19619, -2.67449, -1.00074]]}

=====

# 11
{"formula": "C2H6O4", "method": "the ωB97M-V functional and the def2-TZVPD basis", "total_energy_ha": -380.7597, "smiles": "O=C(O)O.CO", "homo_lumo_gap_ev": 11.150, "e_above_lowest_kj_mol": 41.31, "homo_ev": -10.6, "species": ["C", "C", "O", "O", "O", "O", "H", "H", "H", "H", "H", "H"], "xyz": [[1.36255, 1.24303, -0.06916], [-2.18287, 0.04935, 0.09422], [1.10813, -0.13108, -0.36364], [-2.07939, 0.02322, 1.30798], [-1.61047, -0.52892, -0.89587], [-3.22790, 0.61530, -0.49161], [2.46163, 1.30756, -0.28875], [0.70923, 1.75627, -0.74900], [1.70510, -0.68821, 0.14924], [1.16799, 1.37028, 1.02808], [-0.63646, -0.67673, -0.84136], [-3.67202, 1.17414, 0.15536]]}

=====

# 12
{"formula": "C2H6O4Si", "method": "the ωB97M-V functional and the def2-TZVPD basis", "total_energy_ha": -670.3337, "smiles": "O=[Si](O)O.CC=O", "homo_lumo_gap_ev": 10.261, "e_above_lowest_kj_mol": 211.52, "homo_ev": -10.2, "species": ["C", "C", "O", "O", "O", "O", "Si", "H", "H", "H", "H", "H", "H"], "xyz": [[-1.97723, 0.01446, -0.80143], [-1.47591, -0.33687, 0.55529], [0.95746, 1.76488, -0.51538], [2.37407, 0.66695, 1.72426], [2.14735, -0.70732, -0.37906], [-0.57170, -1.12223, 0.74572], [1.76307, 0.72678, 0.20350], [-1.14478, 0.56182, -1.28787], [-3.05737, 0.43872, -0.87298], [-1.97549, 0.32710, 1.38083], [-1.81115, -0.96462, -1.45652], [2.45905, -0.28019, 1.92332], [2.31262, -1.08949, -1.21968]]}

=====

# 13
{"formula": "C2H6O4Si", "method": "the ωB97M-V functional and the def2-TZVPD basis", "total_energy_ha": -670.3530, "smiles": "CC(=O)O[SiH](O)O", "homo_lumo_gap_ev": 11.203, "e_above_lowest_kj_mol": 160.80, "homo_ev": -10.8, "species": ["C", "C", "O", "O", "O", "O", "Si", "H", "H", "H", "H", "H", "H"], "xyz": [[-0.93256, -0.71304, 0.26334], [-1.93283, 0.14861, 0.72351], [-0.95839, -1.82074, -0.03048], [2.13856, -1.58050, 0.49276], [2.87767, 1.10652, 0.23002], [0.42520, 0.27787, -0.24428], [1.97837, -0.14547, -0.37727], [-2.41029, -0.37879, 1.59941], [-2.57257, 0.39890, -0.10762], [-1.53984, 1.04133, 1.22958], [2.24653, -2.30146, -0.02057], [2.45887, 1.38194, 1.01211], [2.73434, -0.18549, -1.62898]]}

=====

# 14
{"formula": "C2H6OS", "method": "the ωB97M-V functional and the def2-TZVPD basis", "total_energy_ha": -553.1794, "smiles": "C=CO.S", "homo_lumo_gap_ev": 10.043, "e_above_lowest_kj_mol": 63.11, "homo_ev": -9.4, "species": ["S", "H", "H", "C", "C", "O", "H", "H", "H", "H"], "xyz": [[-0.08162, -2.93313, 0.05792], [-1.38834, -2.82454, -0.21232], [0.20957, -3.12191, -1.23001], [0.37111, 2.01216, -0.42610], [0.01980, 1.25212, 0.58536], [0.67130, 0.10987, 0.97205], [-0.22169, 2.86389, -0.72194], [1.11070, 1.72545, -1.17065], [-0.76649, 1.56245, 1.27720], [0.07566, -0.64637, 0.86848]]}

=====

# 15
{"formula": "C2H6OS", "method": "the ωB97M-V functional and the def2-TZVPD basis", "total_energy_ha": -553.1435, "smiles": "C=C.OS", "homo_lumo_gap_ev": 9.360, "e_above_lowest_kj_mol": 157.27, "homo_ev": -8.9, "species": ["C", "C", "O", "S", "H", "H", "H", "H", "H", "H"], "xyz": [[0.43930, -0.76263, -1.70752], [-0.39427, -1.19467, -0.75277], [-0.75809, 1.30169, 2.26575], [0.76032, 1.29299, 1.63271], [1.51320, -0.73593, -1.62686], [0.08993, -0.70978, -2.70296], [0.40977, 1.70885, 0.45938], [0.03069, -1.48389, 0.25319], [-1.42838, -1.28266, -0.91839], [-0.66248, 1.86604, 3.09747]]}

=====

# 16
{"formula": "C2H6OS2", "method": "the ωB97M-V functional and the def2-TZVPD basis", "total_energy_ha": -951.3181, "smiles": "CCS.O=S", "homo_lumo_gap_ev": [7.370, 7.363], "e_above_lowest_kj_mol": 194.13, "homo_ev": [-9.1, -9.1], "species": ["C", "C", "O", "S", "S", "H", "H", "H", "H", "H", "H"], "xyz": [[-0.43083, -1.03271, -0.23021], [-0.77805, 0.28743, 0.53139], [3.45509, 0.19311, 0.71635], [-0.80680, 1.77217, -0.61408], [3.36232, 0.00694, -0.76416], [0.58416, -0.84515, -0.68934], [-0.33184, -1.92976, 0.47493], [-1.04719, -1.24529, -1.00594], [0.01459, 0.45022, 1.25378], [-1.83614, 0.38952, 0.83204], [-2.18532, 1.95353, -0.50478]]}

=====

# 17
{"formula": "C2H6OS2", "method": "the ωB97M-V functional and the def2-TZVPD basis", "total_energy_ha": -951.3146, "smiles": "C=O.CSS", "homo_lumo_gap_ev": 7.912, "e_above_lowest_kj_mol": 203.47, "homo_ev": -8.2, "species": ["O", "C", "H", "H", "C", "S", "S", "H", "H", "H", "H"], "xyz": [[1.06408, -0.62783, 1.57713], [-0.13915, -0.51189, 2.17807], [-0.91847, 0.17420, 1.78159], [-0.31743, -1.09972, 3.18040], [0.26301, -0.84501, -1.18486], [-0.57309, 0.54720, -1.93392], [-0.41852, 2.24369, -0.77327], [-0.24063, -0.93169, -0.26208], [1.33650, -0.59913, -1.00057], [0.19140, -1.73459, -1.89436], [-0.24769, 3.38476, -1.66813]]}

=====

# 18
{"formula": "C2H6OSn", "method": "the ωB97M-V functional and the def2-TZVPD basis", "total_energy_ha": -368.4553, "total_charge": 2, "homo_lumo_gap_ev": 2.611, "e_above_lowest_kj_mol": 310.89, "homo_ev": -16.1, "species": ["Sn", "C", "C", "O", "H", "H", "H", "H", "H", "H"], "xyz": [[9.92786, -0.72047, 13.56224], [8.08751, 0.27467, 19.55267], [8.08796, -1.31486, 19.49669], [9.35737, -1.51417, 18.89906], [8.85582, 0.54325, 20.27769], [7.10184, 0.68612, 19.77006], [8.31594, 0.73492, 18.59137], [7.28647, -1.79309, 18.93366], [8.11462, -1.88000, 20.42836], [10.01100, -1.31280, 19.57273]]}

=====

# 19
{"formula": "C2H6P2S", "method": "the ωB97M-V functional and the def2-TZVPD basis", "total_energy_ha": -1160.5771, "smiles": "C=[PH]=PSC", "homo_lumo_gap_ev": [7.106, 7.106], "e_above_lowest_kj_mol": 202.46, "homo_ev": [-7.6, -7.6], "species": ["C", "C", "P", "P", "S", "H", "H", "H", "H", "H", "H"], "xyz": [[0.01269, -2.10292, -2.37681], [0.38360, 1.58405, 1.93453], [-0.37668, -0.95111, -1.15769], [-1.81384, -0.11215, 0.52393], [-0.90427, 1.73335, 0.59661], [-0.49410, -3.00431, -2.28526], [0.95719, -1.82646, -2.68415], [1.06142, 0.75669, 1.63225], [0.00669, 1.21688, 2.95148], [0.58792, 2.62199, 2.13687], [0.57937, 0.08399, -1.27176]]}

=====

# 20
{"formula": "C2H6PS3", "method": "the ωB97M-V functional and the def2-TZVPD basis", "total_energy_ha": -1615.4057, "total_charge": 1, "homo_lumo_gap_ev": 8.768, "e_above_lowest_kj_mol": 50.99, "homo_ev": -13.6, "species": ["C", "C", "P", "S", "S", "S", "H", "H", "H", "H", "H", "H"], "xyz": [[-0.96004, -0.15036, 1.16547], [-0.71598, 0.64235, -1.48335], [0.45871, -1.10600, 0.44785], [-1.26101, 1.41178, 0.10666], [1.52340, -1.07154, 2.23981], [1.23809, 0.25969, -1.07879], [-1.91644, -0.65652, 1.04622], [-0.50891, 0.15051, 2.06949], [-1.31214, -0.27567, -1.73234], [-0.69272, 1.21155, -2.42783], [2.44077, -1.84619, 1.76807], [1.56724, -0.95556, -1.73782]]}